Record 1
This record from OMol25 describes a single C3H12N4O molecule. The level of theory is ωB97M-V/def2-TZVPD.

Cartesian coordinates (Å):
C 1.762 -0.393 0.861
N 0.823 0.573 0.310
C 1.516 1.702 -0.283
N -0.189 0.052 -0.610
O 0.312 -0.880 -1.547
C -1.295 -0.467 0.193
N -2.271 0.581 0.402
N -1.844 -1.646 -0.425
H 1.218 -1.257 1.244
H 2.492 -0.735 0.115
H 2.296 0.075 1.687
H 0.775 2.392 -0.681
H 2.185 1.396 -1.097
H 2.095 2.210 0.488
H 0.215 -1.774 -1.172
H -0.873 -0.737 1.190
H -1.878 1.308 0.989
H -2.510 1.003 -0.491
H -2.236 -1.399 -1.329
H -2.591 -2.006 0.157

E_HOMO, eV: -8.858
Kohn-Sham gap, eV: 9.81
Structure (SMILES): CN(C)N(O)C(N)N
Multiplicity: 1

---

Record 2
This record from OMol25 describes 3 unconnected molecules or ions with the total composition C3H12N4O. The level of theory is ωB97M-V/def2-TZVPD.

Cartesian coordinates (Å):
N -2.237 2.722 0.675
C -1.250 2.175 1.150
N -0.138 1.909 1.538
H -3.059 2.991 1.181
H 0.341 1.042 1.383
C 1.588 -1.265 0.584
C 0.547 -1.786 -0.414
N -0.154 -2.986 0.011
H 1.131 -1.094 1.561
H 2.032 -0.334 0.233
H 2.390 -1.992 0.717
H -0.206 -1.020 -0.604
H 1.038 -2.013 -1.363
H 0.504 -3.734 0.208
H -0.678 -2.807 0.863
N -0.009 1.819 -1.911
O -1.074 1.142 -1.239
H 0.482 2.360 -1.197
H 0.615 1.081 -2.228
H -1.864 1.789 -1.147

E_HOMO, eV: -9.264
Kohn-Sham gap, eV: 10.03
Structure (SMILES): N=C=N.CCN.NO
Multiplicity: 1

---

Record 3
This record from OMol25 describes 2 unconnected molecules or ions with the total composition C3H12NO. The level of theory is ωB97M-V/def2-TZVPD.

Cartesian coordinates (Å):
C 0.327 -0.236 3.018
N -0.711 0.329 2.131
H 0.880 0.413 3.675
H -0.154 -1.036 3.674
H 1.061 -0.809 2.447
H -0.384 0.525 1.183
H -1.189 1.126 2.561
H -1.505 -0.415 2.081
C -0.186 -0.442 -2.014
O -0.536 0.446 -0.931
C 1.212 -0.118 -2.534
H -0.280 -1.488 -1.735
H -0.958 -0.424 -2.794
H -1.084 1.103 -1.368
H 1.104 0.358 -3.539
H 1.847 0.511 -1.915
H 1.792 -1.050 -2.608

E_HOMO (spin up / spin down), eV: -3.375 / -10.862
Kohn-Sham gap (spin up / spin down), eV: 4.32 / 11.54
Multiplicity: 2

---

Record 4
This record from OMol25 describes 2 unconnected molecules or ions with the total composition C3H12NO. The level of theory is ωB97M-V/def2-TZVPD.

Cartesian coordinates (Å):
C 0.743 2.692 -0.488
O 0.538 2.000 0.705
H -0.147 2.491 -1.081
H 1.607 2.252 -1.044
H 0.895 3.789 -0.336
H 1.396 2.016 1.207
C -0.145 -2.613 -0.322
C 0.011 -1.294 0.404
N -1.189 -0.350 0.209
H -1.006 -3.139 0.087
H 0.742 -3.182 -0.041
H -0.158 -2.462 -1.395
H 0.852 -0.706 0.012
H 0.219 -1.257 1.473
H -1.880 -0.447 0.959
H -0.876 0.622 0.372
H -1.602 -0.411 -0.723

Net charge: +2
E_HOMO (spin up / spin down), eV: -20.602 / -20.593
Kohn-Sham gap (spin up / spin down), eV: 12.35 / 5.34
Multiplicity: 2

---

Record 5
This record from OMol25 describes 2 unconnected molecules or ions with the total composition C3H12NO2. The level of theory is ωB97M-V/def2-TZVPD.

Cartesian coordinates (Å):
C 0.445 -0.160 0.294
C 0.342 1.383 0.303
C 0.807 1.823 1.682
O -0.966 1.743 -0.175
N 0.108 -0.646 -1.087
H -0.192 -0.611 1.042
H 1.523 -0.289 0.409
H 1.110 1.757 -0.376
H 0.401 1.238 2.510
H 1.892 1.893 1.719
H 0.484 2.828 1.954
H -1.267 2.315 0.550
H -0.386 0.104 -1.578
H 0.972 -0.877 -1.650
H -0.410 -1.537 -1.060
H -0.232 -3.949 -0.199
H -1.396 -3.636 -1.172
O -0.578 -3.278 -0.805

E_HOMO (spin up / spin down), eV: -2.837 / -10.959
Kohn-Sham gap (spin up / spin down), eV: 3.61 / 11.60
Multiplicity: 2

---

Record 6
This record from OMol25 describes 3 unconnected molecules or ions with the total composition C3H12NO2. The level of theory is ωB97M-V/def2-TZVPD.

Cartesian coordinates (Å):
C -0.332 2.059 -0.197
C -1.118 0.799 -0.395
C -2.446 0.714 -0.173
N -0.510 -0.167 -1.334
H 0.419 1.916 0.573
H 0.196 2.286 -1.126
H -1.027 2.881 -0.043
H -3.137 0.092 -0.725
H -2.684 1.251 0.733
H -0.659 0.069 -2.319
H -0.976 -1.059 -1.173
H 0.521 -0.229 -1.101
H 1.996 -1.366 0.427
H 2.671 -1.139 -0.917
O 1.834 -1.002 -0.456
H 1.914 -1.170 2.902
H 0.622 -1.952 2.491
O 1.516 -1.743 2.228

Net charge: +1
E_HOMO, eV: -14.149
Kohn-Sham gap, eV: 10.91
Multiplicity: 1

---

Record-wise strongest force on any atom values, in hartree/bohr: 0.0303 0.0484 0.0522 0.0443 0.0394 0.0528